One molecule with the formula C5H9NO, computed with ωB97M-V/def2-TZVPD.

Values from the calculation:
ΔE to the lowest compared entry with this formula, charge and spin ... 533.69 kJ/mol
Highest occupied orbital energy ... -0.2686 Eh

Element x y z (Å)
C 0.29 1.60 -1.50
C 1.36 -0.69 -0.85
N 0.16 0.30 -0.86
C 0.74 -0.18 0.41
C -0.16 -1.22 1.05
C -1.40 -0.92 1.77
O -1.43 -1.38 0.43
H 1.32 1.95 -1.40
H -0.42 2.35 -1.13
H 0.09 1.42 -2.56
H 2.21 -0.03 -1.10
H -0.75 -0.13 -1.00
H 1.14 0.60 1.07
H 0.35 -2.16 1.24
H -1.80 -1.63 2.49
H -1.70 0.12 1.93

The Mulliken scheme yields these atomic charges, measured in e: number 1, C, carries -0.898; number 2, C, carries -0.563; number 3, N, carries 0.068; number 4, C, carries -0.363; number 5, C, carries -0.024; number 6, C, carries -0.369; number 7, O, carries -0.502; number 8, H, carries 0.327; number 9, H, carries 0.300; number 10, H, carries 0.336; number 11, H, carries 0.125; number 12, H, carries 0.279; number 13, H, carries 0.416; number 14, H, carries 0.387; number 15, H, carries 0.261; number 16, H, carries 0.221


C5H9LiO4Tl as an isolated structure at a distorted geometry, computed with ωB97M-V/def2-TZVPD.

Values from the calculation:
Expectation value of S² ... 0.754
ΔE to the lowest compared entry with this formula, charge and spin ... 0.00 kJ/mol
Highest occupied orbital energy (spin up / spin down) ... -0.2382 / -0.2928 Eh
Multiplicity ... 2

Element x y z (Å)
C -2.91 -0.36 -0.73
C -1.82 -1.42 -0.79
O -0.65 -0.97 -1.40
Tl -0.43 0.45 -3.03
H -3.76 -0.69 -0.11
H -2.53 0.60 -0.35
H -3.32 -0.16 -1.74
H -2.22 -2.31 -1.33
H -1.60 -1.76 0.24
O 2.57 0.24 -0.11
C 0.65 0.40 -0.54
C 2.59 0.00 1.27
O 0.60 1.42 -1.34
O 0.38 0.55 0.82
C 1.37 0.72 1.83
Li 2.60 2.10 -0.76
H 3.51 0.26 1.82
H 2.46 -1.09 1.42
H 1.49 1.79 2.07
H 1.02 0.25 2.75

The Mulliken scheme yields these atomic charges, measured in e: number 1, C, carries -1.138; number 2, C, carries -0.124; number 3, O, carries -0.722; number 4, Tl, carries 0.506; number 5, H, carries 0.361; number 6, H, carries 0.256; number 7, H, carries 0.286; number 8, H, carries 0.310; number 9, H, carries 0.248; number 10, O, carries -0.858; number 11, C, carries 0.735; number 12, C, carries -0.366; number 13, O, carries -0.750; number 14, O, carries -0.332; number 15, C, carries -0.322; number 16, Li, carries 0.853; number 17, H, carries 0.342; number 18, H, carries 0.246; number 19, H, carries 0.207; number 20, H, carries 0.261


A 2-piece molecular cluster, C6H12O overall at a distorted geometry, computed with ωB97M-V/def2-TZVPD.

Values from the calculation:
ΔE to the lowest compared entry with this formula, charge and spin ... 157.22 kJ/mol
Highest occupied orbital energy ... -0.3107 Eh

Element x y z (Å)
C -0.10 -2.19 -0.39
C -0.85 -0.87 -0.56
C -2.03 -0.89 -1.17
C 0.40 2.77 -0.05
C -0.44 1.61 -0.43
C -0.09 0.34 -0.21
H -0.85 -2.98 -0.22
H 0.32 -2.42 -1.37
H 0.65 -2.18 0.39
H -2.51 -1.81 -1.41
H -2.55 0.05 -1.41
H 1.40 2.52 0.29
H -0.15 3.37 0.66
H 0.50 3.46 -0.89
H -1.39 1.73 -0.95
H 0.90 0.24 0.24
H 1.63 -1.39 2.48
H 2.94 -0.63 2.18
O 2.22 -0.71 2.83

The Mulliken scheme yields these atomic charges, measured in e: number 1, C, carries -1.150; number 2, C, carries 1.185; number 3, C, carries -1.102; number 4, C, carries -1.214; number 5, C, carries -0.060; number 6, C, carries -0.239; number 7, H, carries 0.356; number 8, H, carries 0.291; number 9, H, carries 0.198; number 10, H, carries 0.291; number 11, H, carries 0.245; number 12, H, carries 0.328; number 13, H, carries 0.300; number 14, H, carries 0.318; number 15, H, carries 0.236; number 16, H, carries 0.025; number 17, H, carries 0.315; number 18, H, carries 0.320; number 19, O, carries -0.644